# 1
An isolated molecule of C9H10BNO2. Source: the OMol25 dataset; level of theory: the ωB97M-V functional and the def2-TZVPD basis.

```
23
Properties=species:S:1:pos:R:3:forces:R:3
N -2.273 -3.221 0.393 0.90 1.34 -1.13
C -1.855 -2.412 -0.335 -0.35 -1.46 1.03
C -1.573 -1.336 -1.272 -1.28 2.74 3.59
C -1.297 0.143 -0.289 -1.40 -2.28 -0.76
B -1.099 1.397 -1.283 0.62 -3.75 0.64
O -0.199 1.309 -2.333 -1.42 -2.67 1.91
O -1.858 2.413 -0.954 -1.69 -0.47 1.76
C -0.045 -0.131 0.502 -0.60 -0.48 -0.25
C -0.143 -0.282 1.876 4.94 -0.01 -1.05
C 1.080 -0.451 2.593 0.38 -0.84 1.18
C 2.348 -0.703 1.957 -3.16 0.93 -1.40
C 2.335 -0.634 0.551 0.90 1.01 0.21
C 1.178 -0.312 -0.129 0.43 0.08 -1.37
H -2.526 -1.229 -1.757 -0.05 0.41 -0.91
H -0.711 -1.348 -1.855 1.16 -0.68 -1.13
H -2.199 0.232 0.465 1.68 0.00 -1.80
H 0.091 2.095 -2.678 1.06 3.01 -1.59
H -1.517 3.103 -1.422 0.68 3.93 -1.97
H -1.057 -0.170 2.294 -2.50 0.29 1.73
H 1.025 -0.443 3.728 0.14 -0.11 -1.57
H 3.292 -0.837 2.401 0.65 -0.15 1.14
H 3.281 -0.542 -0.040 -0.78 -0.71 0.74
H 1.285 -0.163 -1.228 -0.34 -0.14 0.99
```
Positions in Å, forces in eV/Å.

Calculated values
SMILES: N#CC[C@H](B(O)O)c1ccccc1
E_LUMO in eV: 0.0
Multiplicity: 1
Highest occupied orbital energy in eV: -8.94
Relative energy (zero: lowest compared OMol25 entry of this formula, charge and spin) in kcal per mole: 16.2

Here are the Mulliken charges for atoms 1 to 6, given in e: atom 1 (N): -0.48, atom 2 (C): 0.26, atom 3 (C): -0.58, atom 4 (C): -0.54, atom 5 (B): 0.57, atom 6 (O): -0.54

# 2
A structure of composition C26H58OP4Sn. Source: the OMol25 dataset; level of theory: the ωB97M-V functional and the def2-TZVPD basis.

```
90
Properties=species:S:1:pos:R:3:forces:R:3
Sn 0.658 -0.326 -1.824 0.62 2.16 -0.91
P 1.080 -3.492 -2.506 -2.23 3.03 1.37
P 2.674 0.059 -0.256 1.60 1.16 0.59
P -1.920 0.197 -1.474 -1.57 1.13 0.18
H 2.413 4.155 -1.281 -0.27 0.98 0.16
C 1.400 4.586 -1.193 -0.47 -2.11 -0.32
C 0.722 4.522 -0.043 -0.20 0.14 0.12
H 1.197 4.299 0.927 -0.14 0.28 -0.55
C 2.116 -3.208 -3.864 0.55 -0.72 -0.52
C 1.795 -4.103 -1.015 0.08 -0.68 -0.55
C -0.633 -3.948 -2.757 0.74 -1.28 -0.42
C 2.560 1.573 0.743 -0.35 0.08 0.30
C 3.409 -1.196 0.839 -0.41 -0.49 0.15
C 4.007 0.435 -1.443 -0.25 -0.14 -0.39
C -2.120 1.836 -0.726 0.32 0.31 0.18
C -2.985 -0.890 -0.475 0.48 -0.61 0.27
C -2.807 0.317 -3.054 0.44 -0.31 -0.48
H 0.856 4.634 -2.152 0.40 0.65 0.55
H -0.359 4.732 -0.004 0.61 0.14 0.00
H 1.477 -3.507 -4.713 0.97 -0.27 -0.24
H 2.980 -3.842 -3.586 -0.08 0.04 -1.25
H 2.453 -2.172 -4.026 -0.24 -0.24 0.42
H 1.531 -5.146 -1.275 0.75 -0.35 1.13
H 1.347 -3.802 -0.050 0.06 -0.15 -0.69
H 2.880 -3.926 -1.074 -0.34 -0.41 0.25
H -0.340 -4.956 -3.032 -1.78 -0.99 -0.40
H -1.113 -3.392 -3.579 0.41 -0.36 0.17
H -1.234 -3.901 -1.835 0.48 -0.22 -0.29
H 3.567 1.849 1.090 -0.21 -0.18 -0.12
H 1.923 1.391 1.622 0.18 0.08 -0.20
H 2.137 2.420 0.183 0.12 -0.36 0.01
H 4.471 -0.950 0.996 -0.33 0.05 -0.12
H 3.344 -2.199 0.397 0.12 0.29 0.16
H 2.904 -1.214 1.815 0.16 -0.02 -0.35
H 4.918 0.667 -0.875 -0.23 -0.07 -0.04
H 3.730 1.285 -2.079 0.04 -0.21 0.19
H 4.200 -0.428 -2.093 0.04 0.19 0.13
H -3.091 2.251 -1.028 0.17 -0.13 0.09
H -1.326 2.517 -1.061 -0.19 -0.05 0.05
H -2.079 1.772 0.370 0.02 0.00 -0.25
H -4.030 -0.554 -0.554 0.31 0.07 -0.11
H -2.690 -0.880 0.584 -0.07 0.03 -0.32
H -2.928 -1.923 -0.841 -0.12 0.22 0.09
H -3.772 0.811 -2.877 0.19 -0.14 0.13
H -2.987 -0.683 -3.468 0.00 0.21 0.06
H -2.232 0.898 -3.783 -0.11 -0.07 0.11
C 0.900 0.965 -4.375 -1.21 0.88 -1.15
C 1.110 0.143 -5.523 0.24 0.67 0.55
C 0.563 0.574 -6.754 -0.34 0.29 0.37
C -0.245 1.724 -6.798 -0.11 0.28 0.00
C -0.536 2.458 -5.634 -0.11 -0.31 0.21
C -0.010 2.032 -4.422 0.68 -0.12 -0.84
O 1.549 0.998 -3.148 -0.15 -2.76 1.16
H 0.510 -2.196 -2.271 0.92 0.06 0.31
H 1.754 -0.746 -5.514 -0.08 0.56 0.06
H 0.784 0.054 -7.704 -0.14 0.17 0.82
H -0.659 2.088 -7.746 0.31 -0.31 0.34
H -1.139 3.371 -5.620 0.13 -0.41 -0.42
H -0.085 2.591 -3.492 -0.26 0.23 -0.23
C -1.100 2.847 3.172 -0.09 0.24 -0.05
C -0.609 1.654 4.008 0.56 0.60 -0.95
C -1.220 1.669 5.407 -0.32 -0.36 0.42
P -0.815 0.083 3.014 -0.46 -0.36 3.61
C 0.564 -1.032 3.582 0.31 -0.13 -1.25
C 0.836 -1.029 5.086 -0.19 0.24 0.55
C 0.383 -2.452 3.022 0.02 -0.08 0.06
C -2.445 -0.716 3.486 -0.32 -0.10 -1.43
C -2.517 -1.360 4.869 0.37 -0.09 0.62
C -3.622 0.242 3.243 -0.16 0.10 -0.07
H -2.185 2.805 3.001 0.28 0.04 0.09
H -0.595 2.895 2.199 -0.07 0.05 0.12
H -0.880 3.781 3.709 -0.10 -0.24 -0.16
H 0.488 1.742 4.115 -0.25 -0.08 -0.14
H -2.315 1.611 5.386 0.36 0.05 0.06
H -0.827 0.878 6.057 -0.17 0.23 -0.18
H -0.958 2.626 5.882 0.01 -0.17 -0.27
H 1.440 -0.576 3.083 -0.14 -0.12 0.24
H -0.017 -1.409 5.662 0.33 0.15 -0.16
H 1.688 -1.692 5.288 -0.16 0.15 -0.17
H 1.102 -0.032 5.455 -0.04 -0.29 -0.04
H 0.311 -2.444 1.926 -0.05 -0.02 0.05
H 1.251 -3.068 3.298 -0.26 0.13 -0.03
H -0.517 -2.938 3.423 0.30 0.09 -0.12
H -2.517 -1.529 2.738 -0.09 0.10 0.24
H -2.347 -0.634 5.674 -0.07 -0.32 -0.24
H -3.531 -1.763 5.007 0.20 0.14 -0.21
H -1.823 -2.200 4.987 -0.21 0.23 0.01
H -3.593 0.694 2.242 -0.04 -0.01 0.21
H -4.561 -0.326 3.318 0.29 0.17 0.01
H -3.666 1.046 3.990 0.00 -0.27 -0.30
```
Positions in Å, forces in eV/Å.

Calculated values
E_LUMO (spin up / spin down) in eV: -13.5 / -13.9
Multiplicity: 1
Highest occupied orbital energy (spin up / spin down) in eV: -18.06 / -18.17
Relative energy (zero: lowest compared OMol25 entry of this formula, charge and spin) in kcal per mole: 58.3
Total charge: +4

Here are the Mulliken charges for atoms 1 to 6, given in e: atom 1 (Sn): 1.03, atom 2 (P): 0.83, atom 3 (P): 0.95, atom 4 (P): 0.78, atom 5 (H): 0.35, atom 6 (C): -0.57

# 3
A cluster of 6 separate species, C36H77N7O8PS2 in total. Source: the OMol25 dataset; level of theory: the ωB97M-V functional and the def2-TZVPD basis.

```
131
Properties=species:S:1:pos:R:3:forces:R:3
C -1.712 -4.935 -1.476 0.01 0.19 0.16
C -1.344 -4.549 -2.887 0.10 0.06 0.00
O -2.158 -4.515 -3.775 0.03 -0.17 -0.05
O -0.046 -4.314 -3.125 -0.11 0.26 -0.39
C 0.645 -3.420 -2.204 0.08 -0.34 0.17
C 1.290 -2.294 -2.966 -0.10 -0.08 -0.31
C 2.588 -2.620 -3.706 -0.03 0.17 -0.05
C 3.675 -3.237 -2.835 0.03 0.00 0.06
C 4.070 -2.270 -1.725 0.27 0.01 -0.14
C 4.868 -2.870 -0.566 -0.05 -0.05 0.05
P 4.300 -2.418 1.184 0.93 -0.32 -0.75
S 2.009 -2.809 0.583 -0.21 -0.11 0.11
C 4.183 -0.557 0.855 -0.30 0.41 0.21
C 2.869 0.194 1.062 0.08 0.37 -0.10
C 2.076 0.430 -0.223 0.01 0.17 0.07
C 0.597 0.741 -0.013 0.16 -0.10 0.20
N 0.226 2.167 -0.146 -0.41 0.09 0.29
C 0.632 2.945 1.021 0.01 0.22 -0.04
C -1.190 2.216 -0.345 0.88 0.85 0.19
C -2.071 2.141 0.876 0.01 0.04 0.22
O -1.667 2.292 -1.450 0.18 1.08 -0.02
C 4.332 -4.214 1.798 -0.45 0.13 0.01
C 3.728 -4.597 3.133 0.26 -0.23 -0.15
C 3.674 -6.127 3.340 -0.12 -0.02 0.03
C 4.823 -6.605 4.221 0.00 -0.05 0.03
C 2.328 -6.543 3.935 -0.05 0.15 0.08
N 3.667 -1.818 3.083 0.05 0.05 0.30
C 4.367 -1.427 3.940 -0.43 -0.11 -0.15
S 5.308 -0.901 5.135 0.36 0.21 0.38
H -2.104 -5.948 -1.504 -0.07 -0.06 -0.01
H -0.872 -4.884 -0.792 0.07 -0.07 0.05
H -2.497 -4.271 -1.119 -0.10 -0.02 0.01
H 1.369 -4.004 -1.639 -0.12 -0.07 -0.07
H -0.063 -3.005 -1.490 -0.05 0.02 -0.02
H 0.554 -1.925 -3.680 -0.04 0.18 0.04
H 1.462 -1.496 -2.246 -0.12 0.01 -0.13
H 2.397 -3.222 -4.596 -0.09 -0.17 0.05
H 2.968 -1.660 -4.069 0.07 0.01 -0.14
H 4.538 -3.473 -3.462 0.08 -0.09 0.04
H 3.349 -4.178 -2.385 -0.09 -0.08 -0.07
H 4.649 -1.461 -2.177 -0.06 0.14 -0.04
H 3.158 -1.808 -1.362 0.15 -0.05 0.13
H 4.920 -3.956 -0.651 -0.12 -0.07 -0.04
H 5.902 -2.528 -0.644 0.09 0.02 0.15
H 5.651 -2.247 1.651 -0.06 0.17 0.09
H 1.464 -2.596 1.779 0.02 0.03 0.24
H 4.925 -0.150 1.543 0.09 -0.10 0.09
H 4.547 -0.335 -0.151 0.06 -0.25 -0.08
H 3.105 1.181 1.477 0.01 -0.02 0.18
H 2.264 -0.298 1.822 -0.04 -0.13 -0.07
H 2.536 1.238 -0.796 0.04 0.01 -0.11
H 2.126 -0.465 -0.834 0.02 0.14 0.07
H 0.000 0.189 -0.738 0.45 0.24 0.38
H 0.314 0.394 0.992 -0.06 -0.03 0.15
H 0.071 3.877 1.072 -0.01 0.11 -0.03
H 0.489 2.414 1.969 0.07 -0.11 0.05
H 1.682 3.217 0.933 0.11 -0.13 -0.01
H -1.562 1.697 1.730 0.08 -0.02 0.01
H -2.381 3.147 1.161 -0.04 0.06 -0.02
H -2.961 1.566 0.642 -0.15 0.17 0.07
H 5.387 -4.500 1.760 0.10 0.03 -0.07
H 3.778 -4.746 1.027 0.13 -0.12 -0.11
H 4.330 -4.179 3.940 -0.20 0.21 0.13
H 2.721 -4.187 3.189 -0.02 0.10 0.07
H 3.764 -6.606 2.362 0.04 -0.09 -0.03
H 4.880 -5.996 5.125 0.03 0.02 0.07
H 4.680 -7.640 4.535 0.03 -0.10 -0.06
H 5.782 -6.542 3.709 0.08 0.11 -0.02
H 1.996 -5.810 4.672 0.03 -0.01 0.12
H 2.380 -7.512 4.433 -0.02 -0.12 -0.06
H 1.558 -6.587 3.165 -0.06 0.02 -0.04
C -2.446 6.456 1.431 0.06 0.05 -0.03
O -1.296 6.239 1.762 -0.06 -0.08 0.08
N -2.815 6.800 0.182 -0.03 -0.02 -0.03
C -4.187 7.083 -0.179 0.14 -0.04 -0.07
C -1.779 6.886 -0.835 -0.01 -0.02 -0.02
H -3.295 6.395 2.134 0.01 0.00 0.00
H -4.526 6.400 -0.962 -0.07 0.01 0.01
H -4.282 8.106 -0.547 -0.07 0.00 0.01
H -4.829 6.963 0.692 0.00 -0.01 0.01
H -1.275 5.927 -0.958 -0.01 -0.01 0.00
H -1.027 7.626 -0.558 -0.01 0.01 0.01
H -2.239 7.172 -1.778 0.01 0.00 -0.01
C 6.425 1.928 -0.814 -0.11 -0.20 -0.03
O 5.580 2.017 -1.684 0.07 0.07 -0.04
N 6.349 2.539 0.383 0.00 0.11 -0.02
C 7.363 2.379 1.400 -0.05 -0.06 0.04
C 5.177 3.351 0.656 -0.02 -0.02 0.03
H 7.331 1.307 -0.932 0.02 0.04 0.02
H 6.947 1.923 2.302 -0.01 -0.02 0.00
H 7.809 3.340 1.668 0.00 0.00 -0.02
H 8.148 1.725 1.021 0.01 0.00 0.01
H 4.270 2.750 0.577 0.01 0.00 0.00
H 5.096 4.170 -0.059 0.02 0.01 0.00
H 5.255 3.753 1.664 -0.01 0.00 0.01
C -7.611 5.026 -1.241 -0.09 0.11 0.10
O -8.472 5.850 -1.498 0.05 -0.05 0.02
N -6.829 4.430 -2.154 0.05 -0.03 -0.04
C -5.810 3.461 -1.791 -0.05 0.14 -0.14
C -7.016 4.779 -3.550 0.02 -0.01 -0.01
H -7.394 4.699 -0.209 0.00 -0.01 -0.01
H -4.823 3.806 -2.105 0.06 -0.06 0.02
H -6.001 2.497 -2.265 -0.06 0.12 0.06
H -5.798 3.307 -0.716 0.00 0.01 0.02
H -6.853 5.846 -3.710 0.01 0.00 0.01
H -8.031 4.549 -3.876 0.00 -0.01 0.01
H -6.306 4.212 -4.148 0.00 0.01 -0.02
C -6.084 0.693 1.015 -0.13 -0.21 0.31
O -5.190 1.319 0.472 -0.26 0.29 0.45
N -5.877 -0.211 1.987 0.05 0.07 -0.11
C -6.960 -0.940 2.610 -0.03 -0.02 0.00
C -4.507 -0.455 2.415 0.01 -0.02 0.01
H -7.148 0.817 0.749 0.05 0.02 0.00
H -7.001 -0.741 3.683 0.01 0.02 -0.01
H -6.845 -2.015 2.463 0.01 0.01 -0.02
H -7.904 -0.629 2.165 -0.01 -0.01 0.01
H -4.053 0.459 2.796 -0.02 0.01 0.02
H -3.897 -0.807 1.583 -0.01 -0.03 -0.01
H -4.514 -1.208 3.199 0.02 0.00 -0.01
C -2.175 0.034 -1.728 -0.92 -0.52 0.16
O -1.034 -0.259 -2.016 -0.38 -0.87 -1.04
N -3.240 -0.202 -2.523 0.12 -0.23 -0.17
C -4.579 0.173 -2.141 0.30 0.03 0.05
C -3.013 -0.847 -3.808 0.03 0.10 0.04
H -2.442 0.536 -0.780 -0.31 -1.09 -0.46
H -5.236 -0.699 -2.090 -0.04 -0.08 -0.02
H -5.010 0.884 -2.851 0.08 -0.10 -0.09
H -4.552 0.644 -1.159 0.04 -0.13 -0.43
H -2.567 -1.834 -3.685 0.01 -0.04 0.01
H -2.339 -0.248 -4.422 0.01 0.00 -0.02
H -3.969 -0.954 -4.317 -0.01 0.00 -0.02
```
Positions in Å, forces in eV/Å.

Calculated values
E_LUMO in eV: 1.6
Multiplicity: 1
Highest occupied orbital energy in eV: -5.02
Total charge: -1

Here are the Mulliken charges for atoms 1 to 6, given in e: atom 1 (C): -0.85, atom 2 (C): 0.74, atom 3 (O): -0.62, atom 4 (O): -0.35, atom 5 (C): -0.83, atom 6 (C): 0.92

# 4
An isolated molecule of C17H27N3O3S. Source: the OMol25 dataset; level of theory: the ωB97M-V functional and the def2-TZVPD basis.

```
51
Properties=species:S:1:pos:R:3:forces:R:3
C 0.038 3.966 0.159 0.11 -0.26 0.02
C 0.569 2.535 0.055 -0.21 0.30 0.17
N 0.398 1.987 -1.276 0.15 0.05 -0.03
C 1.514 2.154 -2.165 0.11 -0.27 -0.09
C 2.634 1.107 -1.931 0.02 0.19 -0.01
N 2.115 -0.191 -1.568 0.02 0.16 -0.41
C 2.283 -0.695 -0.325 -0.13 -0.62 -0.30
O 2.995 -0.171 0.506 0.17 0.23 0.42
C 1.549 -2.019 -0.087 0.18 0.04 0.28
C 0.033 -1.851 -0.321 -0.13 -0.21 0.08
C -0.767 -2.607 0.736 -0.31 -0.10 -0.70
N -0.500 -2.082 2.061 -0.71 0.66 0.36
S -1.478 -0.788 2.485 -0.07 -0.33 0.93
C -1.571 -1.015 4.277 0.10 0.04 -0.91
O -0.846 0.480 2.230 0.17 0.00 0.17
O -2.783 -1.001 1.935 -0.20 -0.26 -0.07
C 0.909 -1.819 2.338 0.75 0.13 0.47
C 1.827 -2.511 1.338 -0.08 0.12 -0.06
C -0.715 1.257 -1.626 -0.16 0.06 -0.10
C -1.838 1.202 -0.785 0.04 0.08 0.07
C -2.936 0.430 -1.103 0.02 -0.03 -0.06
C -2.981 -0.295 -2.283 -0.13 -0.14 -0.07
C -1.900 -0.225 -3.142 -0.08 -0.06 0.00
C -0.785 0.528 -2.824 0.16 0.08 -0.14
H 0.190 4.344 1.166 0.00 0.12 0.13
H 0.555 4.620 -0.541 0.03 0.09 -0.05
H -1.024 3.994 -0.068 -0.12 0.03 -0.02
H 0.077 1.897 0.791 0.16 0.03 -0.11
H 1.637 2.525 0.289 -0.04 -0.10 0.03
H 1.943 3.149 -2.011 -0.03 -0.03 -0.08
H 1.170 2.110 -3.200 0.03 0.10 0.06
H 3.249 1.022 -2.832 0.03 0.09 0.09
H 3.272 1.410 -1.098 -0.03 -0.01 -0.17
H 1.433 -0.608 -2.181 -0.02 -0.09 0.15
H 1.958 -2.747 -0.796 -0.03 0.08 0.03
H -0.246 -0.800 -0.235 -0.01 -0.04 -0.13
H -0.257 -2.196 -1.314 -0.04 0.10 -0.03
H -0.533 -3.675 0.727 -0.08 0.06 0.03
H -1.836 -2.479 0.564 0.09 -0.21 -0.16
H -0.595 -0.818 4.698 0.20 0.02 0.10
H -2.301 -0.315 4.662 -0.09 0.18 -0.05
H -1.885 -2.034 4.453 -0.05 -0.17 0.05
H 1.126 -2.176 3.350 0.11 0.10 -0.06
H 1.092 -0.740 2.299 0.18 -0.15 0.04
H 1.697 -3.592 1.401 0.03 -0.03 -0.02
H 2.858 -2.269 1.599 -0.09 -0.09 0.05
H -1.854 1.745 0.144 0.06 0.08 0.12
H -3.763 0.392 -0.411 -0.07 0.00 0.08
H -3.842 -0.897 -2.529 -0.08 -0.05 -0.02
H -1.912 -0.772 -4.075 0.00 -0.03 -0.05
H 0.030 0.535 -3.532 0.07 0.04 -0.02
```
Positions in Å, forces in eV/Å.

Calculated values
SMILES: CCN(CCNC(=O)C1CCN(S(C)(=O)=O)CC1)c1ccccc1
E_LUMO in eV: 0.6
Multiplicity: 1
Highest occupied orbital energy in eV: -7.38
Relative energy (zero: lowest compared OMol25 entry of this formula, charge and spin) in kcal per mole: 34.4

Here are the Mulliken charges for atoms 1 to 6, given in e: atom 1 (C): -1.45, atom 2 (C): -0.32, atom 3 (N): 0.50, atom 4 (C): -0.97, atom 5 (C): -0.87, atom 6 (N): -0.19

# 5
A cluster of 3 separate species, C3H13NO3 in total. Source: the OMol25 dataset; level of theory: the ωB97M-V functional and the def2-TZVPD basis.

```
20
Properties=species:S:1:pos:R:3:forces:R:3
C 1.894 0.726 1.729 -0.62 -0.45 1.95
N 2.227 -0.723 1.489 -4.42 -0.21 1.06
C 1.817 -1.456 0.191 0.82 1.28 -0.84
O 0.491 -1.114 -0.062 0.49 -0.62 0.53
C 1.283 1.571 0.652 0.08 -0.90 -1.35
H 2.713 1.263 2.257 0.21 -0.55 -0.59
H 1.196 0.654 2.582 0.05 -0.11 -0.13
H 1.616 -1.235 2.272 2.59 0.81 -1.49
H 2.062 -2.485 0.354 -0.32 -0.68 0.22
H 2.409 -1.112 -0.665 0.00 0.25 0.51
H -0.134 -1.767 0.283 -0.04 -0.22 0.13
H 0.752 2.413 1.071 0.67 0.63 0.48
H 0.435 1.079 0.113 1.33 0.11 0.15
H 2.152 1.827 0.033 -0.92 0.57 -0.56
H -1.706 -0.232 0.662 -0.99 -0.10 0.57
H -2.776 -0.173 1.813 0.03 0.19 -0.03
O -2.402 -0.739 1.133 1.05 -0.01 -0.60
H -3.071 1.306 -4.319 -0.49 -0.03 0.86
H -4.712 1.427 -4.116 0.38 -0.11 0.93
O -3.949 1.411 -4.682 0.11 0.14 -1.80
```
Positions in Å, forces in eV/Å.

Calculated values
E_LUMO (spin up / spin down) in eV: -3.8 / -8.5
Multiplicity: 2
Highest occupied orbital energy (spin up / spin down) in eV: -13.25 / -13.25
Relative energy (zero: lowest compared OMol25 entry of this formula, charge and spin) in kcal per mole: 65.6
Total charge: +1

Here are the Mulliken charges for atoms 1 to 6, given in e: atom 1 (C): -0.33, atom 2 (N): 0.01, atom 3 (C): -0.36, atom 4 (O): -0.43, atom 5 (C): -0.99, atom 6 (H): 0.39

- Which of these has the highest multiplicity?
  C3H13NO3